A:
Computed, not measured: a molecular structure, C4H3O2, with ωB97M-V with the def2-TZVPD basis set.

Each line ends with the natural charge from an NBO analysis.
Atoms and positions in Å:
C1 0.2460 0.4661 0.0536  0.21
C2 -1.1061 -1.8033 -0.0584  -0.39
C3 -0.4635 -0.6576 -0.0657  0.12
C4 -2.3023 -1.3004 0.4642  0.84
O1 -0.1818 1.5482 -0.5116  -0.60
O2 -2.9749 -0.5324 0.9915  -0.26
H1 1.0697 0.5688 0.6857  0.24
H2 -0.9916 -2.6563 -0.7128  0.30
H3 0.3461 2.3741 -0.3606  0.54

Total charge ... +1
Kohn-Sham gap ... 0.3189 Eh


B:
Computed, not measured: a gas-phase ion, C4H3O2 (charge +1), with ωB97M-V with the def2-TZVPD basis set.

Each line ends with the natural charge from an NBO analysis.
Atoms and positions in Å:
C1 -2.6673 -0.1741 -0.0755  0.28
C2 -1.4977 -0.5450 0.0181  -0.21
C3 1.6832 0.2816 0.0176  0.19
C4 -0.1880 -0.6366 0.0695  0.84
O1 0.6638 1.2183 -0.1276  -0.53
O2 1.0106 -0.9591 0.1186  -0.31
H1 -3.6865 0.1385 -0.1235  0.29
H2 2.2906 0.4149 0.9369  0.22
H3 2.3913 0.2615 -0.8341  0.23

Total charge ... +1
Kohn-Sham gap (spin up / spin down) ... 0.2797 / 0.2711 Eh


Stability verdict: A, ahead by 414.7 kJ/mol


A:
Computed, not measured: a molecular structure, C10H4BeN2O4, with ωB97M-V with the def2-TZVPD basis set.

Each line ends with the natural charge from an NBO analysis.
Atoms and positions in Å:
O1 0.2139 -2.7712 -0.7269  -0.20
C1 0.0659 -1.7292 -0.2462  0.32
Be1 -0.1437 -0.2900 0.5618  1.52
O2 -2.3752 0.3056 -1.1159  -0.12
C2 -1.3095 0.2842 -0.5899  0.20
C3 1.1633 0.1635 -0.5303  0.21
O3 2.2574 0.2088 -0.9988  -0.13
C4 -0.0416 1.1189 -0.6419  0.15
O4 0.0186 2.2994 -1.0139  -0.14
N1 -0.1293 -3.4111 5.6343  -0.11
C5 -0.1081 -2.3934 5.0549  0.19
C6 -0.0925 -1.1647 4.2832  -0.12
C7 -0.0911 0.0852 4.9110  -0.02
C8 -0.0926 1.2330 4.1256  -0.20
C9 -0.0962 1.1147 2.7376  0.09
N2 -0.0958 -0.1034 2.1519  -0.76
C10 -0.0994 -1.2444 2.8979  0.09
H1 -0.1003 0.1438 6.0011  0.29
H2 -0.0945 2.2369 4.5434  0.29
H3 -0.1106 1.9829 2.0727  0.23
H4 -0.1277 -2.2091 2.3797  0.24

Total charge ... +2
Kohn-Sham gap (spin up / spin down) ... 0.1922 / 0.1915 Eh


B:
Computed, not measured: a molecular structure, C10H4BeN2O4, with ωB97M-V with the def2-TZVPD basis set.

Each line ends with the natural charge from an NBO analysis.
Atoms and positions in Å:
O1 0.2142 -2.8082 -2.7618  -0.24
C1 0.1431 -1.8408 -2.1643  0.36
Be1 -0.0677 -0.1824 -1.3874  1.51
O2 -2.3466 0.4998 -3.0866  -0.12
C2 -1.2703 0.4440 -2.5819  0.16
C3 1.2411 0.4084 -2.5310  0.17
O3 2.3418 0.5455 -2.9537  -0.13
C4 0.0381 1.3020 -2.7624  0.26
O4 0.1527 2.3530 -3.3956  -0.13
N1 -0.0798 -3.2528 3.4877  -0.12
C5 -0.0566 -2.1974 2.9924  0.19
C6 -0.0386 -0.9376 2.2863  -0.13
C7 -0.0287 0.2519 3.0142  -0.02
C8 -0.0433 1.4620 2.2992  -0.19
C9 -0.0545 1.4090 0.9076  0.08
N2 -0.0700 0.2661 0.2002  -0.75
C10 -0.0423 -0.9128 0.8973  0.08
H1 0.0142 0.2153 4.1086  0.29
H2 -0.0434 2.4468 2.7856  0.29
H3 -0.0150 2.3212 0.3418  0.23
H4 0.0116 -1.7930 0.3038  0.22

Total charge ... +2
Kohn-Sham gap (spin up / spin down) ... 0.2012 / 0.2017 Eh


Stability verdict: B, ahead by 82.6 kJ/mol


A:
Computed, not measured: a molecular structure, C2H5NS, with ωB97M-V with the def2-TZVPD basis set.

Each line ends with the natural charge from an NBO analysis.
Atoms and positions in Å:
C1 0.9735 0.2998 0.0743  -0.35
C2 -1.6523 -0.4542 -0.1365  -0.76
N1 2.8503 0.2500 -0.3738  -0.48
S1 0.0395 -0.6305 -0.9233  0.39
H1 0.7425 1.0882 0.7823  0.20
H2 -1.5871 -0.3296 1.0581  0.24
H3 -2.1135 -1.4793 -0.3172  0.24
H4 -2.2716 0.3615 -0.6470  0.24
H5 3.0188 0.8941 0.4831  0.29

Kohn-Sham gap (spin up / spin down) ... 0.2715 / 0.3689 Eh


B:
Computed, not measured: a single C2H5NS molecule, with ωB97M-V with the def2-TZVPD basis set.

Each line ends with the natural charge from an NBO analysis.
Atoms and positions in Å:
C1 2.0360 -0.2065 -0.0119  -0.08
N1 0.8072 0.1545 -0.1456  -0.56
S1 -0.4789 -0.9940 -0.1024  0.41
C2 -1.6980 0.2278 0.0081  -0.79
H1 2.3911 -1.1830 0.4144  0.15
H2 2.8505 0.5208 -0.1991  0.18
H3 -1.7907 0.6420 1.0019  0.22
H4 -1.4127 1.0381 -0.7245  0.24
H5 -2.7045 -0.1996 -0.2408  0.23

SMILES string ... C=NSC
Kohn-Sham gap ... 0.3481 Eh


Stability verdict: B, ahead by 408.9 kJ/mol


A:
Computed, not measured: a single C8H7NO2 molecule, with ωB97M-V with the def2-TZVPD basis set.

Each line ends with the natural charge from an NBO analysis.
Atoms and positions in Å:
C1 3.6124 -0.6612 0.0191  -0.64
C2 2.2131 -0.2145 -0.0510  0.00
C3 1.8239 1.1963 -0.0180  -0.21
C4 0.5720 1.6574 0.0343  -0.23
C5 -0.4099 0.6592 0.0034  0.24
O1 -1.6625 1.0034 0.0224  -0.45
C6 -2.4565 -0.1567 0.0117  0.88
O2 -3.6250 -0.2897 -0.0795  -0.56
N1 -1.4388 -1.1573 0.1934  -0.63
C7 -0.1680 -0.6642 -0.0397  0.12
C8 1.1327 -1.0998 -0.1098  -0.26
H1 3.7460 -0.7641 1.0306  0.22
H2 4.3601 0.1002 -0.1943  0.23
H3 3.7734 -1.6285 -0.3991  0.22
H4 2.6332 1.9508 -0.0550  0.21
H5 0.2479 2.6630 -0.0890  0.23
H6 -1.7354 -2.0907 -0.0770  0.41
H7 1.4273 -2.1377 -0.2133  0.21

SMILES string ... Cc1ccc2oc(=O)[nH]c2c1
Kohn-Sham gap ... 0.3298 Eh


B:
Computed, not measured: a single C8H7NO2 molecule, with ωB97M-V with the def2-TZVPD basis set.

Each line ends with the natural charge from an NBO analysis.
Atoms and positions in Å:
C1 -1.8753 -0.7933 0.7675  -0.24
C2 -1.2514 -0.4628 1.9660  -0.16
C3 -1.1443 -0.6411 -0.3934  -0.15
C4 0.0814 0.0899 2.0736  -0.23
C5 0.1664 -0.1636 -0.4234  -0.20
C6 0.7486 0.2473 0.8510  0.17
C7 2.6455 0.6333 -0.2605  0.00
C8 0.9084 0.0939 -1.6526  0.64
N1 2.0858 0.6553 0.8675  -0.49
O1 0.4459 1.2212 -2.2414  -0.67
O2 1.1595 -0.9389 -2.4555  -0.69
H1 -2.9419 -1.0787 0.7592  0.22
H2 -1.8502 -0.6018 2.8272  0.21
H3 -1.5715 -0.7337 -1.3277  0.20
H4 0.3703 0.6258 2.9548  0.23
H5 3.6161 1.0753 -0.2921  0.17
H6 0.1531 1.7234 -1.5787  0.48
H7 1.5673 -0.8129 -3.3659  0.52

Kohn-Sham gap ... 0.3079 Eh


Stability verdict: A, ahead by 329.1 kJ/mol